1.
Here is a cluster of 9 separate species, C35H66N2O15 in total in a non-equilibrium geometry from the OMol25 dataset. Energies are from ωB97M-V with the def2-TZVPD basis set.

Last column: Löwdin charge in e.
Cartesian coordinates (Å):
1 C 24.417 -6.549 -7.277  -0.06
2 C 23.976 -7.997 -7.179  -0.20
3 O 23.820 -8.558 -8.494  -0.02
4 C 24.857 -9.174 -9.060  -0.57
5 C 24.560 -9.636 -10.459  0.02
6 O 25.908 -9.428 -8.539  0.10
7 H 24.981 -6.260 -6.384  0.08
8 H 23.611 -5.819 -7.357  0.07
9 H 25.123 -6.408 -8.095  0.08
10 H 24.750 -8.537 -6.636  0.12
11 H 23.001 -8.143 -6.726  0.12
12 H 24.726 -10.717 -10.476  0.10
13 H 25.173 -9.146 -11.211  0.09
14 H 23.531 -9.558 -10.821  0.06
15 C 15.045 -9.198 -11.385  -0.05
16 C 15.214 -10.233 -12.492  -0.20
17 O 16.553 -10.156 -12.981  -0.01
18 C 17.176 -11.274 -13.382  -0.53
19 C 18.489 -10.944 -14.052  0.04
20 O 16.723 -12.396 -13.357  0.09
21 H 15.749 -9.503 -10.597  0.07
22 H 14.061 -9.164 -10.935  0.07
23 H 15.432 -8.213 -11.663  0.08
24 H 15.060 -11.227 -12.080  0.10
25 H 14.484 -10.075 -13.293  0.13
26 H 18.652 -9.871 -14.093  0.07
27 H 18.330 -11.251 -15.092  0.10
28 H 19.276 -11.539 -13.613  0.08
29 C 22.342 -13.087 -8.113  -0.05
30 C 22.464 -11.598 -7.734  -0.21
31 O 21.486 -11.200 -6.791  -0.02
32 C 21.756 -11.189 -5.488  -0.57
33 C 20.531 -10.897 -4.674  0.03
34 O 22.762 -11.616 -5.032  0.13
35 H 21.888 -13.669 -7.299  0.08
36 H 23.319 -13.554 -8.244  0.08
37 H 21.692 -13.299 -8.966  0.06
38 H 23.451 -11.524 -7.272  0.12
39 H 22.427 -11.083 -8.692  0.11
40 H 19.843 -11.717 -4.862  0.10
41 H 20.062 -9.945 -4.925  0.08
42 H 20.844 -10.804 -3.639  0.09
43 C 12.247 -9.791 -8.337  -0.07
44 C 12.863 -8.460 -8.009  -0.21
45 O 14.301 -8.565 -8.135  -0.02
46 C 14.965 -7.434 -8.277  -0.59
47 C 16.449 -7.629 -8.006  0.03
48 O 14.481 -6.369 -8.473  0.12
49 H 11.155 -9.755 -8.289  0.08
50 H 12.500 -10.616 -7.664  0.08
51 H 12.539 -10.150 -9.325  0.07
52 H 12.440 -7.675 -8.638  0.12
53 H 12.670 -8.136 -6.981  0.13
54 H 16.550 -8.645 -7.629  0.08
55 H 16.702 -6.992 -7.159  0.10
56 H 16.980 -7.340 -8.902  0.04
57 C 22.323 -9.259 -15.412  -0.05
58 C 22.737 -10.295 -14.378  -0.19
59 O 23.674 -11.211 -15.034  -0.02
60 C 24.981 -11.077 -14.785  -0.55
61 C 25.799 -11.971 -15.666  0.02
62 O 25.432 -10.321 -13.957  0.09
63 H 23.231 -8.777 -15.782  0.08
64 H 21.712 -8.500 -14.921  0.07
65 H 21.821 -9.731 -16.252  0.07
66 H 23.147 -9.860 -13.476  0.10
67 H 21.930 -10.977 -14.130  0.10
68 H 26.398 -11.356 -16.336  0.09
69 H 25.142 -12.671 -16.168  0.08
70 H 26.545 -12.476 -15.053  0.09
71 C 17.655 -5.285 -15.246  -0.07
72 C 18.485 -6.312 -14.525  -0.23
73 O 18.272 -6.082 -13.136  0.00
74 C 18.880 -6.908 -12.294  -0.56
75 C 18.380 -6.762 -10.903  0.03
76 O 19.732 -7.660 -12.632  0.13
77 H 17.689 -5.416 -16.324  0.08
78 H 18.008 -4.283 -14.993  0.08
79 H 16.635 -5.316 -14.863  0.08
80 H 18.167 -7.334 -14.747  0.12
81 H 19.533 -6.262 -14.824  0.12
82 H 17.420 -7.277 -10.817  0.06
83 H 18.208 -5.731 -10.594  0.10
84 H 19.043 -7.220 -10.173  0.09
85 O 21.276 -10.536 -11.777  0.16
86 C 20.360 -10.581 -11.036  -0.58
87 O 20.158 -9.816 -9.945  0.07
88 C 19.047 -10.321 -9.215  -0.08
89 C 18.397 -11.331 -10.175  -0.11
90 O 19.370 -11.477 -11.190  0.05
91 H 19.488 -10.850 -8.369  0.12
92 H 18.202 -9.722 -8.885  0.11
93 H 17.449 -11.025 -10.617  0.10
94 H 18.172 -12.244 -9.634  0.11
95 C 18.503 -16.322 -12.775  -0.10
96 C 19.991 -16.572 -12.471  -0.23
97 C 20.266 -16.859 -10.994  -0.19
98 C 19.570 -16.019 -10.031  -0.22
99 N 19.068 -15.282 -9.296  0.17
100 H 18.300 -16.634 -13.799  0.08
101 H 18.247 -15.265 -12.718  0.06
102 H 17.874 -16.900 -12.096  0.08
103 H 20.548 -15.673 -12.730  0.11
104 H 20.283 -17.429 -13.070  0.11
105 H 21.326 -16.716 -10.765  0.12
106 H 20.042 -17.899 -10.743  0.12
107 C 14.761 -15.026 -12.896  -0.09
108 C 14.888 -15.544 -11.437  -0.24
109 C 15.999 -14.915 -10.575  -0.19
110 C 15.622 -13.743 -9.795  -0.24
111 N 15.334 -12.835 -9.188  0.15
112 H 14.759 -13.936 -12.901  0.05
113 H 13.795 -15.348 -13.279  0.07
114 H 15.590 -15.387 -13.500  0.06
115 H 15.100 -16.612 -11.406  0.10
116 H 13.881 -15.382 -11.049  0.11
117 H 16.896 -14.741 -11.155  0.08
118 H 16.114 -15.646 -9.765  0.12

Properties
Energy above the lowest of the compared OMol25 structures with the same formula, charge and spin in kcal/mol: 0.00
HOMO in eV: -9.88
LUMO level in eV: 0.476
SMILES string: CCOC(C)=O.CCOC(C)=O.CCOC(C)=O.CCOC(C)=O.CCOC(C)=O.CCOC(C)=O.O=C1OCCO1.CCCC#N.CCCC#N
Net charge: 0



2.
Here is the molecule C5H9N from the OMol25 dataset. Energies are from ωB97M-V with the def2-TZVPD basis set.

Last column: Löwdin charge in e.
Cartesian coordinates (Å):
1 C -1.135 0.936 0.672  -0.11
2 C -1.902 -0.026 -0.198  -0.11
3 C -0.598 -0.442 0.396  -0.33
4 N 0.487 -0.713 -0.507  -0.10
5 C 1.819 -0.845 0.031  -0.13
6 C 1.441 0.311 -0.842  -0.14
7 H -0.670 1.783 0.174  0.09
8 H -1.516 1.148 1.667  0.09
9 H -2.810 -0.477 0.185  0.09
10 H -1.901 0.173 -1.267  0.11
11 H -0.633 -1.160 1.211  0.14
12 H 1.930 -0.698 1.111  0.11
13 H 2.429 -1.652 -0.361  0.09
14 H 1.634 0.386 -1.907  0.10
15 H 1.426 1.278 -0.365  0.09

Properties
Energy above the lowest of the compared OMol25 structures with the same formula, charge and spin in kcal/mol: 54.32
HOMO in eV: -8.61
LUMO level in eV: 1.280
SMILES string: C1CC1N1CC1
Net charge: 0



3.
Here is a cluster of 2 separate species, C5H7O5P in total in a non-equilibrium geometry from the OMol25 dataset. Energies are from ωB97M-V with the def2-TZVPD basis set.

Last column: Löwdin charge in e.
Cartesian coordinates (Å):
1 C -1.205 0.211 -0.575  0.09
2 C -1.555 -1.012 -0.035  -0.55
3 C -2.094 1.192 -0.880  -0.60
4 C -0.500 -2.055 0.446  -0.06
5 C 2.136 1.306 0.735  -0.26
6 O -3.268 1.154 -0.087  0.00
7 O 3.191 -1.049 -0.264  -0.55
8 O -1.898 2.296 -1.405  -0.05
9 O 3.233 0.972 -1.842  -0.54
10 O -2.721 -1.386 0.232  -0.11
11 P 2.445 0.204 -0.787  0.42
12 H 0.202 -2.219 -0.370  0.04
13 H -1.126 -2.984 0.711  0.08
14 H 0.102 -1.559 1.236  0.06
15 H 3.124 1.756 1.030  0.02
16 H 1.588 2.253 0.371  0.05
17 H 1.648 0.696 1.389  -0.05
18 H -3.301 0.224 0.096  0.00

Properties
Energy above the lowest of the compared OMol25 structures with the same formula, charge and spin in kcal/mol: 74.63
HOMO (spin up / spin down) in eV: 0.10 / -1.30
LUMO level (spin up / spin down) in eV: 6.255 / 6.223
Net charge: -2